Record 1
DFT (ωB97M-V with the def2-TZVPD basis set) results for a molecular structure, C48H34I4N4OPdS in a non-equilibrium geometry.

Charge: +2
Gap between HOMO and LUMO (spin up / spin down): 0.14894 / 0.14856 Ha
HOMO level (spin up / spin down): -12.73 / -12.73 eV
LUMO (spin up / spin down): -8.68 / -8.69 eV

Atoms and positions in Å:
Pd 0.081200 0.034900 0.779000
I -6.489700 -6.983100 2.684300
C -5.089200 -5.483800 2.172400
C -3.957600 -5.293400 2.956500
C -3.050800 -4.308600 2.617800
C -3.272600 -3.473000 1.516600
C -4.407000 -3.693400 0.731400
C -5.300000 -4.700000 1.044800
C -2.317800 -2.396200 1.196600
C -2.749000 -1.069500 1.174200
C -4.110100 -0.644200 1.387500
C -4.120600 0.707900 1.328900
C -2.765600 1.131600 1.095000
C -2.347700 2.459200 1.071800
C -3.315200 3.529800 1.366300
C -3.122800 4.310400 2.509800
C -3.999500 5.325700 2.833400
C -5.072000 5.593600 1.989900
I -6.396900 7.172900 2.465200
C -5.263800 4.846800 0.833600
C -4.395700 3.814000 0.532200
C -1.015300 2.874800 0.835800
N 0.072900 2.063800 0.702100
C 1.144300 2.880500 0.486100
C 2.503000 2.471700 0.428700
C 3.539000 3.507700 0.420000
C 4.575700 3.495100 -0.518700
C 5.567100 4.452500 -0.484600
C 5.548000 5.430900 0.502800
I 7.086600 6.873400 0.590300
C 4.528400 5.461400 1.447900
C 3.529500 4.513200 1.393600
C 2.908600 1.137400 0.454400
C 4.278300 0.711900 0.524700
C 4.278900 -0.640100 0.456800
C 2.907100 -1.062000 0.375000
N 2.092900 0.036600 0.413900
C 2.507000 -2.400300 0.303100
C 1.158700 -2.821300 0.444200
C 0.702200 -4.158000 0.307400
C -0.638200 -4.152400 0.597200
C -0.990700 -2.809900 0.892800
N 0.104800 -2.005400 0.764300
C 3.554000 -3.396900 0.064900
C 4.450100 -3.218900 -0.995800
C 5.467000 -4.120100 -1.225600
C 5.641300 -5.197000 -0.364500
I 7.244800 -6.539500 -0.669700
C 4.768100 -5.390400 0.699700
C 3.721600 -4.511500 0.893200
C 0.711300 4.231400 0.399900
C -0.634800 4.230900 0.642100
N -1.958700 0.032000 0.980900
H -3.790600 -5.914300 3.822700
H -2.169500 -4.172500 3.226100
H -4.568000 -3.097600 -0.156000
H -6.157100 -4.878000 0.413900
H -4.937600 -1.303900 1.553400
H -4.950600 1.377700 1.432500
H -2.283000 4.106100 3.155900
H -3.850100 5.910100 3.728900
H -6.080700 5.074600 0.166400
H -4.529900 3.254700 -0.381600
H 4.580800 2.749000 -1.297700
H 6.351300 4.443900 -1.223800
H 4.516900 6.217800 2.218300
H 2.739900 4.523000 2.128900
H 5.118700 1.366100 0.635500
H 5.132700 -1.285200 0.485200
H 1.300800 -4.993700 0.007500
H -1.327000 -4.972900 0.576600
H 4.327400 -2.377200 -1.658600
H 6.126900 -3.987600 -2.067700
H 4.910900 -6.222100 1.372300
H 3.051300 -4.667800 1.724300
H 1.332700 5.069800 0.161100
H -1.294500 5.073400 0.675500
C -0.786400 -1.417700 6.491600
C -0.453700 -0.333300 5.487700
S 0.136900 -1.087200 3.913600
O 0.206800 0.110100 3.001400
C 1.905700 -1.409500 4.383300
C 2.773800 -0.215000 4.051300
H -1.254200 -0.977000 7.370100
H 0.110200 -1.936200 6.824000
H -1.480300 -2.138400 6.062700
H 0.321800 0.337400 5.849600
H -1.335700 0.249400 5.220500
H 2.207100 -2.286700 3.814300
H 1.930800 -1.661600 5.440700
H 2.569400 0.131200 3.037500
H 3.826500 -0.476900 4.111400
H 2.591700 0.607300 4.738100

Forces on atoms 1 to 6 (eV/Å):
Pd 0.20 0.01 -0.41
I 0.46 0.47 -0.16
C -0.37 -0.43 0.11
C -0.17 -0.04 -0.06
C 0.18 0.14 -0.12
C -0.24 -0.08 0.00

---

Record 2
DFT (ωB97M-V with the def2-TZVPD basis set) results for 2 unconnected molecules or ions with the total composition CH5S3 in a non-equilibrium geometry.

Charge: 0
Gap between HOMO and LUMO (spin up / spin down): 0.34400 / 0.25609 Ha
Energy above the lowest of the compared OMol25 structures with the same formula, charge and spin: 48.0 kJ/mol
2S+1: 2
HOMO level (spin up / spin down): -9.00 / -9.19 eV
LUMO (spin up / spin down): 0.36 / -2.23 eV

Atoms and positions in Å:
S 1.758049 0.086282 1.552207
H 0.541847 0.067015 2.174873
C -1.634073 1.051660 0.447165
S -1.307772 -0.555658 -0.422352
S 0.383907 -0.146365 -1.530833
H -0.984355 1.834034 0.019372
H -2.637496 1.261030 0.055439
H -1.618680 0.935318 1.518312
H 1.559171 -0.407119 0.244605

Forces on atoms 1 to 6 (eV/Å):
S 0.50 -0.08 -0.10
H 0.35 -0.33 -0.99
C -0.53 -0.25 -1.89
S 1.96 1.03 -0.71
S -1.98 -0.51 0.58
H -0.01 -0.55 0.58

---

Record 3
DFT (ωB97M-V with the def2-TZVPD basis set) results for 3 unconnected molecules or ions with the total composition C30H51BrFN4O16PS2 in a non-equilibrium geometry.

SMILES: CC(=O)OCCCC[C@]1(CCCCOC=O)[C@H](N=C=O)[C@@](C(=O)NC(=O)F)(P(O)(O)=S)S(=O)(=O)O[C@@]1(CCCBr)OC[C@@H](C)O.CN(C)C=O.CN(C)C=O
Charge: 0
Gap between HOMO and LUMO: 0.31032 Ha
HOMO level: -8.68 eV
LUMO: -0.24 eV

Atoms and positions in Å:
C 0.360078 -5.413767 2.788866
C 1.310418 -5.075078 1.663246
O 1.697882 -5.927871 0.910607
O 1.770577 -3.801342 1.523048
C 0.750890 -2.793812 1.393775
C 0.628955 -2.332530 -0.066951
C 1.380678 -0.987750 -0.326784
C 0.540206 0.065623 -1.092599
C 0.359113 1.493426 -0.549240
C -0.809171 2.138391 -1.377995
C -0.804729 1.948388 -2.919529
C -1.954524 1.033602 -3.435018
C -1.468592 -0.315861 -3.965791
O -2.597716 -1.225294 -3.876470
C -2.238510 -2.528470 -3.922037
O -2.812733 -3.348528 -3.272635
C 1.583110 2.426341 -0.836911
N 2.230063 2.105441 -2.144063
C 2.256410 3.029684 -2.942101
O 2.095371 3.911004 -3.680570
C 2.736456 2.417704 0.222104
C 3.972537 1.592880 -0.258137
O 3.909018 0.449849 -0.569725
N 5.263151 2.282058 -0.279301
C 6.301274 1.416417 0.101552
O 7.311532 1.289211 -0.512080
F 6.114438 0.788002 1.245913
P 3.330336 4.201350 0.384435
O 4.481276 4.275676 1.481928
O 3.970407 4.537662 -1.059058
S 1.972276 5.520518 0.778077
S 2.354357 1.781214 1.900679
O 2.457591 2.811875 2.879940
O 3.250627 0.696656 2.141825
O 0.874381 1.191388 1.915115
C -0.066421 1.684987 0.927231
C -1.438371 1.163182 1.360229
C -1.867258 -0.237906 0.914133
C -3.159183 -0.623477 1.661140
Br -3.434047 -2.548261 1.413278
O -0.078298 3.097438 1.057841
C -0.462712 3.641357 2.312352
C -1.840763 4.356981 2.273579
C -2.761266 3.801358 3.361186
O -1.714443 5.760564 2.460272
H 0.597579 -4.880493 3.709529
H -0.637468 -5.087624 2.483455
H 0.356804 -6.484049 2.957336
H 1.019020 -1.979949 2.069022
H -0.230298 -3.155509 1.713100
H 0.988203 -3.116627 -0.731936
H -0.434821 -2.210574 -0.281053
H 2.221596 -1.274909 -0.956816
H 1.837225 -0.658382 0.599738
H -0.440146 -0.379667 -1.259978
H 0.959641 0.116177 -2.095078
H -0.849323 3.210096 -1.187213
H -1.773728 1.756231 -1.045481
H 0.115143 1.577268 -3.366245
H -0.998151 2.921173 -3.373498
H -2.700223 0.833462 -2.663720
H -2.461137 1.534012 -4.260696
H -0.612502 -0.712739 -3.425335
H -1.255449 -0.212675 -5.033839
H -1.423179 -2.804758 -4.609420
H 1.205581 3.443267 -0.928288
H 5.489947 2.537121 -1.237859
H 4.529266 5.182955 1.815410
H 3.947784 5.500187 -1.167121
H -1.521700 1.159629 2.448289
H -2.169552 1.903447 1.011509
H -1.128638 -0.950483 1.273133
H -2.107003 -0.332405 -0.141499
H -4.007347 -0.098751 1.246541
H -3.037910 -0.432025 2.724359
H 0.251906 4.428132 2.557465
H -0.451581 2.961839 3.163464
H -2.328119 4.132601 1.317306
H -2.209975 3.710426 4.300990
H -3.169950 2.833535 3.077501
H -3.587894 4.489240 3.547258
H -1.587354 6.150675 1.590394
C -7.462330 3.451142 0.724606
N -6.042650 3.370560 0.431161
C -5.420261 4.423769 -0.356694
C -5.283631 2.358797 0.861680
O -4.084499 2.246098 0.641356
H -8.031860 3.462560 -0.205804
H -7.673035 4.364589 1.282663
H -7.773489 2.594735 1.318408
H -4.981429 3.999201 -1.260177
H -4.625511 4.896655 0.221462
H -6.164293 5.167470 -0.627990
H -5.842700 1.613534 1.450850
C 4.151738 -9.201357 -2.333722
N 3.724993 -9.072646 -0.957232
C 3.736158 -7.755119 -0.330568
C 3.317192 -10.133148 -0.235542
O 2.949638 -10.090292 0.922425
H 5.185919 -8.864690 -2.436929
H 3.515500 -8.592028 -2.979674
H 4.086254 -10.239713 -2.653631
H 4.394215 -7.774584 0.539410
H 2.735870 -7.495475 0.003242
H 4.089698 -7.010898 -1.040021
H 3.347624 -11.079244 -0.805393

Forces on atoms 1 to 6 (eV/Å):
C -0.17 0.73 -0.06
C 0.29 -0.71 -0.20
O 0.02 0.35 0.14
O -0.57 -0.12 0.17
C -0.21 -0.02 -0.16
C -0.07 0.82 0.49

---

Record 4
DFT (ωB97M-V with the def2-TZVPD basis set) results for a molecular structure, C50H44BN7O7SV in a non-equilibrium geometry.

Charge: +1
Gap between HOMO and LUMO: 0.14433 Ha
HOMO level: -9.35 eV
LUMO: -5.42 eV

Atoms and positions in Å:
V 0.830951 0.943262 -0.835325
C -5.005812 4.312891 -0.698305
C -4.211414 5.102256 -1.707481
C -4.724930 6.250210 -2.300035
C -3.981940 6.993554 -3.206486
C -2.706063 6.581039 -3.557799
C -2.177452 5.425878 -3.001092
C -2.920800 4.709222 -2.068044
N -2.438789 3.480975 -1.496794
C -1.190210 3.124337 -1.229357
N -0.284705 4.092526 -1.089956
C 1.100766 3.970772 -0.976852
C 1.747789 2.720399 -0.908453
C 3.156739 2.744165 -0.839050
C 3.869824 3.916036 -0.871014
C 3.188831 5.129492 -0.923077
C 1.806258 5.179173 -0.971559
C 1.085309 6.503631 -1.006648
N -0.855952 1.814016 -1.038482
C -2.020464 0.929583 -1.224580
C -2.277748 0.475761 -2.516082
C -3.450177 -0.200248 -2.801918
C -4.368327 -0.443905 -1.788670
C -4.101695 0.017931 -0.507826
C -2.946972 0.740546 -0.201343
C -2.784750 1.310685 1.184863
H -5.946616 4.811872 -0.478449
H -4.452100 4.206652 0.237489
H -5.245286 3.307824 -1.062442
H -5.729226 6.565457 -2.041458
H -4.406311 7.885256 -3.649393
H -2.125712 7.145608 -4.276311
H -1.206555 5.069105 -3.324654
H -3.126845 2.743908 -1.384336
H -0.650299 5.031297 -1.160635
H 3.688789 1.819903 -0.734894
H 4.951241 3.894738 -0.842992
H 3.748797 6.058033 -0.917635
H 1.796884 7.319777 -0.908451
H 0.368951 6.599522 -0.183570
H 0.545482 6.655324 -1.947204
H -1.561227 0.682312 -3.304648
H -3.643473 -0.546973 -3.809464
H -5.275360 -1.008458 -1.980400
H -4.821259 -0.172622 0.281049
H -2.843370 0.513875 1.928790
H -3.594095 2.012101 1.400155
H -1.839350 1.828849 1.318280
C 0.738932 -6.451595 3.965089
O 1.381378 -5.205802 3.693313
C 2.465504 -5.215376 2.897596
C 3.091554 -3.978542 2.702228
C 4.190054 -3.880308 1.879162
C 4.707756 -5.022193 1.259769
C 4.131894 -6.253410 1.514182
C 2.991077 -6.355080 2.298113
N 5.844074 -5.017603 0.378123
N 6.034906 -4.078210 -0.412762
C 5.058568 -3.078134 -0.669806
C 5.417109 -1.757612 -0.612141
C 4.453336 -0.752808 -0.770848
C 3.149190 -1.067410 -1.007192
O 2.135610 -0.089816 -0.983855
C 2.785566 -2.412011 -1.278538
N 1.516686 -2.671825 -1.680723
C 1.182954 -3.914385 -1.944370
C 2.088428 -4.992397 -1.861166
C 3.364707 -4.742652 -1.461950
C 3.750077 -3.424295 -1.130545
H -0.054333 -6.230073 4.669766
H 1.435082 -7.161301 4.414592
H 0.311760 -6.877793 3.056319
H 2.693983 -3.112255 3.216941
H 4.685029 -2.926277 1.758099
H 4.554667 -7.136328 1.049559
H 2.525854 -7.319726 2.437391
H 6.438442 -1.499602 -0.361496
H 4.768244 0.272054 -0.658437
H 0.154537 -4.082244 -2.243836
H 1.763030 -5.989315 -2.122866
H 4.091046 -5.542479 -1.408672
N -0.304238 -1.095578 0.011712
C -1.463049 -1.892915 -0.276438
C -2.350479 -2.220606 0.744828
C -3.503565 -2.918703 0.449238
C -3.766080 -3.292682 -0.874224
C -2.850854 -3.018482 -1.876359
C -1.693175 -2.313298 -1.572136
S -5.371114 -3.992211 -1.259594
O -5.476530 -5.153597 -0.398606
O -6.257024 -2.886472 -0.898817
O -5.308770 -4.269542 -2.684831
H 0.465709 -1.519039 -0.509606
H -0.090621 -1.046180 0.998437
H -2.143057 -1.899431 1.765503
H -4.222891 -3.180685 1.216029
H -3.079311 -3.319858 -2.892993
H -0.975858 -2.062001 -2.349491
O 2.327505 1.760208 1.797949
B 1.227391 1.222163 1.181054
O 0.341691 0.680495 2.090877
C 0.932167 0.896228 3.340525
C 0.468722 0.524542 4.578231
C 1.280853 0.867140 5.658099
C 2.482143 1.549800 5.475923
C 2.936024 1.907691 4.209135
C 2.128686 1.551526 3.157067
H -0.468362 -0.002663 4.700693
H 0.969036 0.598475 6.658506
H 3.079736 1.806816 6.340294
H 3.867322 2.438134 4.060524

Forces on atoms 1 to 6 (eV/Å):
V -1.38 -0.09 -0.52
C 0.06 0.03 -0.10
C 0.01 0.01 0.18
C -0.01 0.01 -0.03
C -0.03 -0.03 0.01
C 0.02 0.01 0.02